DFT (ωB97M-V/def2-TZVPD) results for C24H60F2FeO16P4 as an isolated structure.

Atoms and positions in Å:
Fe: 1.68975 0.27646 -0.66146
F: -0.09925 -0.17079 -0.04376
F: 2.08595 1.70497 0.64539
C: -3.46701 1.57042 -2.85838
C: -2.01545 1.32005 -2.43939
O: -1.18858 2.07094 -3.24819
P: 0.22979 2.65970 -2.69669
O: 1.09763 1.61584 -2.00547
O: 0.88071 3.36271 -4.02168
C: 0.18893 4.30255 -4.76918
C: -0.08982 3.67953 -6.16327
O: -0.17268 3.92068 -1.74777
C: 0.84372 4.73409 -1.13278
C: 0.73145 4.76226 0.30337
H: -4.21201 1.32264 -2.10228
H: -3.72582 2.59644 -3.11991
H: -3.64640 0.87895 -3.68165
H: -1.96102 1.70163 -1.41982
H: -1.72051 0.27133 -2.47529
H: -0.74866 4.71710 -4.39882
H: 0.68399 5.25543 -4.95635
H: -0.57242 2.70709 -6.06551
H: -0.54782 4.32697 -6.91103
H: 0.86241 3.45679 -6.64467
H: 1.84061 4.38675 -1.40418
H: 0.73189 5.75210 -1.50597
H: -0.01114 5.48369 0.64425
H: 0.35080 3.85379 0.77015
H: 1.63306 5.14712 0.77990
C: 1.58683 -5.82528 -0.34945
C: 1.96945 -5.09347 -1.65894
O: 1.84058 -3.73213 -1.35862
P: 1.40726 -2.65255 -2.45971
O: 1.55162 -1.25975 -1.95668
O: 2.29139 -2.94906 -3.81925
C: 1.94861 -3.96718 -4.78633
C: 3.16113 -4.86962 -5.25121
O: -0.02758 -3.15215 -2.95146
C: -1.06237 -2.95924 -2.01476
C: -2.19986 -3.86391 -2.44819
H: 1.50150 -6.90922 -0.42613
H: 2.29393 -5.54717 0.43206
H: 0.59914 -5.48947 -0.03354
H: 2.97548 -5.37187 -1.97276
H: 1.24178 -5.34148 -2.43165
H: 1.15591 -4.67895 -4.55588
H: 1.62008 -3.57542 -5.74898
H: 2.80219 -5.60810 -5.96809
H: 3.84862 -4.20920 -5.77971
H: 3.62209 -5.32858 -4.37659
H: -0.81132 -3.20044 -0.98185
H: -1.34164 -1.90580 -2.03371
H: -3.08559 -3.84261 -1.81326
H: -2.56774 -3.47740 -3.39865
H: -2.03690 -4.93686 -2.54978
C: 0.11550 -3.83266 3.22371
C: 0.49590 -2.52349 2.62955
O: 1.91040 -2.29193 2.90417
P: 3.02722 -1.90667 1.83199
O: 2.53739 -1.10047 0.66470
O: 3.63652 -3.32728 1.35971
C: 4.25067 -4.15754 2.29264
C: 5.50920 -4.55091 1.61774
O: 4.23139 -1.17123 2.68249
C: 4.02615 0.26032 2.98969
C: 4.41055 0.45326 4.44468
H: -0.95901 -3.99446 3.13797
H: 0.65324 -4.63630 2.72064
H: 0.41688 -3.91049 4.26832
H: 0.28948 -2.56559 1.56010
H: -0.18338 -1.77276 3.03339
H: 4.41468 -3.68847 3.26278
H: 3.58439 -4.99592 2.49585
H: 5.40357 -5.05645 0.65785
H: 6.08339 -3.64348 1.43073
H: 6.09291 -5.26922 2.19342
H: 4.54736 0.91972 2.29570
H: 2.94993 0.42525 3.04126
H: 4.10138 -0.37254 5.08545
H: 5.49300 0.52471 4.55089
H: 4.05725 1.38734 4.88146
C: -0.37178 1.63505 3.05456
C: -1.46516 1.74002 1.98964
O: -2.32161 2.69760 2.53809
P: -3.86256 2.98095 1.97262
O: -4.04318 2.85839 0.49569
O: -4.21469 4.44098 2.59425
C: -3.42118 5.60398 2.29015
C: -3.61816 6.69176 3.33074
O: -4.76438 1.96723 2.84479
C: -6.17448 1.92293 2.66223
C: -6.74883 1.67770 4.04844
H: 0.26320 2.51724 2.97300
H: -0.79416 1.58626 4.05821
H: 0.22425 0.72404 3.00065
H: -1.01797 1.97957 1.02490
H: -1.89515 0.76049 1.78051
H: -2.36626 5.33296 2.33252
H: -3.58738 5.92143 1.26073
H: -3.08090 7.61329 3.10661
H: -4.67290 6.94551 3.43673
H: -3.33160 6.37431 4.33334
H: -6.61674 2.86058 2.32561
H: -6.44908 1.13148 1.96488
H: -6.47695 0.72842 4.51000
H: -6.40898 2.45116 4.73718
H: -7.83614 1.73389 4.10039

As for the net charge: +1. Its expectation value of S² is 8.757. The HOMO energy (spin up / spin down) comes out at -0.445 / -0.445 Ha. The LUMO energy (spin up / spin down) is -1.8 / -4.3 eV. The frontier orbital gap (spin up / spin down) comes out at 10.3 / 7.9 eV. Its spin multiplicity is 6.



DFT (ωB97M-V/def2-TZVPD) results for a 5-piece molecular cluster, C24H60F3N4O6S overall.

Atoms and positions in Å:
C: -0.97682 1.25358 -0.01778
F: -2.25431 0.83642 -0.08292
F: -0.85599 2.31178 -0.83558
F: -0.70921 1.65924 1.22526
S: 0.23705 -0.04801 -0.53847
O: -0.23432 -0.51024 -1.83179
O: 1.51880 0.63159 -0.58554
O: 0.19211 -1.05331 0.51139
C: -3.84703 -4.20411 -2.85963
N: -3.41625 -3.34974 -1.72790
C: -3.38330 -1.91374 -2.15879
C: -4.34443 -3.48510 -0.56373
C: -2.03910 -3.71632 -1.24136
C: -1.01183 -3.99926 -2.31446
O: -1.15024 -5.36389 -2.67493
H: -3.88096 -5.24069 -2.53591
H: -3.16598 -4.05455 -3.68501
H: -4.86872 -3.93547 -3.12641
H: -4.18620 -1.74237 -2.87037
H: -2.41178 -1.69891 -2.59548
H: -3.51435 -1.26749 -1.29555
H: -5.31589 -3.12019 -0.88033
H: -3.93331 -2.91249 0.26467
H: -4.33787 -4.52162 -0.23396
H: -2.10064 -4.66225 -0.70253
H: -1.69438 -2.91466 -0.58990
H: -0.02349 -3.80307 -1.87960
H: -1.04737 -3.30732 -3.16615
H: -0.57247 -5.56066 -3.41943
C: -5.56151 5.60639 0.77209
N: -4.63332 4.73508 -0.02633
C: -3.86826 5.56079 -0.97938
C: -3.69616 4.06125 0.89625
C: -5.43145 3.70742 -0.82597
C: -6.61093 3.05310 -0.13651
O: -6.22039 2.58701 1.14860
H: -6.14333 6.22121 0.09089
H: -4.92915 6.22691 1.40223
H: -6.19056 4.97823 1.38747
H: -3.24976 4.95463 -1.62818
H: -3.31667 6.30761 -0.41011
H: -4.60656 6.14729 -1.52816
H: -3.12378 4.81142 1.44597
H: -2.91605 3.57080 0.31266
H: -4.17929 3.38817 1.58883
H: -4.69227 2.93540 -1.05316
H: -5.74536 4.18687 -1.74943
H: -6.86331 2.19187 -0.75795
H: -7.44187 3.75226 -0.02985
H: -6.91851 2.03326 1.51344
C: 4.78772 -2.40928 -3.45414
N: 3.85561 -1.51357 -2.71443
C: 4.55628 -0.24839 -2.38000
C: 2.64379 -1.26471 -3.54705
C: 3.40133 -2.18003 -1.44686
C: 4.44785 -2.88197 -0.60990
O: 4.85107 -4.10749 -1.18270
H: 5.71848 -2.56719 -2.92001
H: 4.93835 -1.99676 -4.44845
H: 4.30001 -3.37833 -3.55043
H: 3.81031 0.51287 -2.14117
H: 5.05844 0.09617 -3.27985
H: 5.15895 -0.42855 -1.49994
H: 2.90932 -0.51272 -4.28568
H: 1.85258 -0.88497 -2.90122
H: 2.30061 -2.20013 -3.97742
H: 2.77177 -2.98077 -1.84585
H: 2.79927 -1.46615 -0.88912
H: 4.01834 -3.03172 0.38624
H: 5.31262 -2.23754 -0.39464
H: 4.62770 -4.81954 -0.57656
C: 3.18508 3.56764 1.72599
C: 3.81342 2.73072 2.83468
C: 3.92021 1.24089 2.46708
N: 2.99084 0.36206 3.24145
C: 1.57565 0.74706 2.99768
C: 3.21265 -1.08335 2.84737
C: 3.74543 -1.79963 4.09849
C: 3.13399 -0.98870 5.23066
C: 3.26832 0.42149 4.74233
H: 3.95762 3.78070 0.98537
H: 2.82898 4.52970 2.09002
H: 2.33489 3.06790 1.26042
H: 3.21931 2.87950 3.73855
H: 4.82203 3.06128 3.07819
H: 4.91153 0.83323 2.65476
H: 3.64315 1.14472 1.41557
H: 0.92462 -0.03178 3.38817
H: 1.41469 0.81105 1.92639
H: 1.35214 1.67429 3.51238
H: 2.26646 -1.53819 2.56575
H: 3.93952 -1.08617 2.04287
H: 3.50618 -2.85915 4.15522
H: 4.84007 -1.76807 4.08996
H: 2.08812 -1.30301 5.28843
H: 3.62971 -1.14505 6.18487
H: 2.71104 1.17442 5.29122
H: 4.31072 0.75312 4.78412

As for the net charge: +3. Its energy above the lowest of the compared OMol25 structures with the same formula, charge and spin is 0.0 kJ/mol. The HOMO energy comes out at -0.604 Ha. The LUMO energy is -5.7 eV. The frontier orbital gap comes out at 10.7 eV.



DFT (ωB97M-V/def2-TZVPD) results for a 4-piece molecular cluster, C24H60N4 overall.

Atoms and positions in Å:
C: 1.39590 -4.22695 -3.31365
C: 1.79464 -4.44947 -1.87047
N: 0.65402 -4.47859 -0.91080
C: 1.01528 -3.64093 0.24103
C: -0.08588 -3.48395 1.21253
C: 0.14434 -5.80909 -0.58222
C: -0.59651 -6.37229 -1.87537
H: 0.46709 -4.74635 -3.54953
H: 2.15748 -4.43892 -4.06409
H: 1.14168 -3.19667 -3.56265
H: 2.22129 -5.42413 -1.63358
H: 2.49684 -3.67118 -1.57170
H: 1.83880 -4.13654 0.75512
H: 1.44992 -2.67037 0.00189
H: 0.02852 -4.21403 2.01378
H: 0.03358 -2.56118 1.78027
H: -1.11460 -3.40207 0.86164
H: -0.76004 -5.74592 0.02292
H: 0.96655 -6.41792 -0.20618
H: -1.09627 -7.33469 -1.76522
H: 0.09130 -6.44394 -2.71791
H: -1.40453 -5.65340 -2.01101
C: 3.02300 -0.06357 -1.82455
C: 2.66631 1.30175 -1.15629
N: 1.61895 1.15698 -0.17256
C: 0.31556 1.03425 -0.80036
C: -0.86489 0.81030 0.06927
C: 1.62500 2.24327 0.77582
C: 1.25061 3.56828 0.19593
H: 3.00281 -0.78704 -1.00952
H: 3.92176 -0.08740 -2.44080
H: 2.25072 -0.38005 -2.52563
H: 3.62663 1.55893 -0.70937
H: 2.48401 2.02559 -1.95060
H: 0.12924 1.87768 -1.46520
H: 0.33283 0.29341 -1.59970
H: -0.72805 -0.06768 0.70055
H: -1.33302 1.67632 0.53721
H: -1.70064 0.44493 -0.52749
H: 2.52287 2.40608 1.37200
H: 0.92282 1.85715 1.51471
H: 0.60977 4.24278 0.76380
H: 0.81285 3.38118 -0.78461
H: 2.18290 4.09193 -0.01554
C: -2.21156 -0.08789 -5.14919
C: -1.67401 -1.11170 -4.14287
N: -2.72176 -1.79724 -3.40915
C: -2.17101 -2.62743 -2.30134
C: -3.21705 -3.22935 -1.39793
C: -3.58741 -2.66242 -4.34961
C: -2.77339 -3.57181 -5.31666
H: -3.07351 0.44948 -4.75377
H: -2.56895 -0.60337 -6.04062
H: -1.45908 0.62732 -5.48139
H: -0.85624 -1.73986 -4.49609
H: -1.14574 -0.55253 -3.37063
H: -1.54972 -3.48654 -2.55437
H: -1.48252 -2.08852 -1.65045
H: -2.74090 -3.75449 -0.56992
H: -3.84064 -2.42890 -0.99980
H: -3.72636 -4.10548 -1.79932
H: -4.38778 -2.13535 -4.86893
H: -4.31725 -3.30791 -3.86097
H: -3.25902 -4.54359 -5.22773
H: -1.73915 -3.79056 -5.05095
H: -2.76109 -3.07018 -6.28429
C: -0.35738 5.03515 7.15862
C: 0.91818 5.88410 6.81197
N: 1.05951 5.91049 5.35600
C: 0.04587 6.67531 4.59811
C: 0.32832 6.91317 3.07691
C: 1.22453 4.51345 4.82185
C: 2.35205 3.69242 5.42723
H: -0.51890 5.31567 8.19945
H: -0.43676 3.94839 7.13125
H: -1.26138 5.45367 6.71622
H: 0.74934 6.91990 7.10646
H: 1.83245 5.52889 7.28740
H: -0.01003 7.66966 5.04112
H: -0.93056 6.21784 4.75751
H: 0.17259 5.97718 2.54046
H: 1.35798 7.25979 2.98885
H: -0.24995 7.64586 2.51400
H: 0.28393 3.98490 4.97679
H: 1.15933 4.47135 3.73462
H: 3.26590 4.20849 5.13285
H: 2.39519 3.62886 6.51452
H: 2.37262 2.69766 4.98210

As for the net charge: +1. Its expectation value of S² is 0.754. Its energy above the lowest of the compared OMol25 structures with the same formula, charge and spin is 75.3 kJ/mol. The HOMO energy (spin up / spin down) comes out at -0.344 / -0.344 Ha. The LUMO energy (spin up / spin down) is -2.4 / -7.2 eV. The frontier orbital gap (spin up / spin down) comes out at 6.9 / 2.2 eV. Its spin multiplicity is 2.



Question: The highest net charge belongs to which entry?
Answer: C24H60F3N4O6S



Question: Which value of net charge does entry 1 give?
Answer: +1



Question: What is the formula in the first record?
Answer: C24H60F2FeO16P4